(1)
{
  "formula": "H2N3S4",
  "method": "the ωB97M-V functional and the def2-TZVPD basis",
  "homo_lumo_gap_ev": [6.52, 5.88],
  "total_charge": 1,
  "e_lumo_ev": [-6.53, -6.89],
  "e_homo_ev": [-13.1, -12.8],
  "symbols": ["N", "N", "N", "S", "S", "S", "S", "H", "H"],
  "xyz": [[0.468102, -1.148977, 0.210155], [-0.465700, 1.589756, 0.050814], [-2.035082, -0.437641, -0.140832], [1.320089, -0.031830, -0.740088], [-1.125308, -1.655757, 0.113856], [3.114082, -0.001383, -0.153116], [-1.890509, 1.119105, -0.323046], [1.033375, -1.993726, 0.563575], [-0.419048, 2.560456, 0.418683]],
  "forces_ev_per_angstrom": [[1.782, -1.562, 0.181], [-0.398, -0.001, 0.922], [-0.588, 2.194, -0.642], [0.357, -0.514, 0.514], [0.303, -0.720, 0.068], [-0.830, -0.049, -0.198], [-0.045, -0.616, 0.426], [-0.566, 1.851, -0.447], [-0.014, -0.582, -0.824]],
  "lowdin_charge": [-0.6907, -0.4478, -0.7611, 0.4862, 0.9608, 0.3555, 0.9454, 0.0995, 0.0522]
}

(2)
{
  "formula": "C18H27N7ReS",
  "method": "the ωB97M-V functional and the def2-TZVPD basis",
  "homo_lumo_gap_ev": [7.00, 6.46],
  "total_charge": 2,
  "s2": 0.77,
  "e_lumo_ev": [-7.13, -7.63],
  "e_homo_ev": [-14.1, -14.1],
  "spin_multiplicity": 2,
  "symbols": ["Re", "C", "C", "N", "N", "C", "N", "S", "C", "C", "C", "C", "C", "N", "H", "H", "H", "H", "H", "H", "H", "H", "H", "C", "C", "C", "C", "C", "H", "H", "H", "H", "H", "C", "N", "C", "C", "N", "N", "C", "C", "H", "H", "H", "H", "H", "H", "H", "H", "H", "H", "H", "H", "H"],
  "xyz": [[-0.844611, -0.917834, 0.068354], [0.491803, -1.073226, 4.231188], [0.362864, -0.977318, 2.754013], [-0.779753, -0.922078, 2.135574], [-1.925660, -0.944610, 2.913830], [-3.024263, -0.818196, 2.219565], [-4.193220, -0.797313, 2.863658], [-3.123612, -0.668615, 0.463172], [1.574999, -0.940685, 1.901698], [2.854710, -0.951346, 2.441798], [3.948248, -0.907909, 1.590996], [3.735356, -0.841256, 0.223925], [2.431300, -0.835712, -0.244960], [1.378821, -0.898791, 0.568157], [-0.474811, -0.970121, 4.710385], [1.166896, -0.302007, 4.603912], [0.919838, -2.042821, 4.498534], [-4.215972, -0.874340, 3.867816], [-5.059532, -0.705980, 2.363337], [2.993071, -0.998839, 3.511373], [4.951502, -0.925599, 1.994146], [4.557724, -0.802245, -0.475928], [2.225666, -0.780116, -1.304265], [-1.420828, -3.476003, -0.086112], [-2.206707, -3.118322, -1.167097], [-1.426212, -2.317544, -2.041712], [-0.112378, -2.251643, -1.555636], [-0.110223, -2.931471, -0.272547], [-1.742055, -4.015712, 0.792078], [-3.260326, -3.316572, -1.283999], [-1.782468, -1.859206, -2.951681], [0.751429, -1.946865, -2.121969], [0.770661, -3.282809, 0.237460], [-0.073625, 1.855436, -3.705971], [-0.724342, 1.631922, -2.416052], [-2.083983, 1.102116, -2.461381], [-0.106470, 1.843820, -1.247560], [-0.421655, 1.091416, -0.182734], [0.804884, 2.825419, -1.139942], [0.698739, 4.074459, -1.901154], [1.740959, 2.882704, -0.024702], [-0.218379, 0.968582, -4.323620], [0.993571, 2.011841, -3.569259], [-0.498982, 2.710627, -4.231578], [-2.587871, 1.540997, -3.320849], [-2.625625, 1.382142, -1.560225], [-2.105493, 0.013449, -2.570710], [-0.192946, 1.558791, 0.686974], [-0.228365, 4.098561, -2.464370], [1.543902, 4.196307, -2.577755], [0.691350, 4.906675, -1.195734], [2.023641, 1.879688, 0.290386], [1.321134, 3.433906, 0.822376], [2.637290, 3.404271, -0.355198]],
  "forces_ev_per_angstrom": [[-0.515, -2.265, -0.507], [-0.048, 0.017, 0.029], [0.206, -0.003, -0.100], [-0.267, 0.052, 0.013], [0.326, 0.017, -0.288], [-0.257, -0.124, 0.014], [0.164, -0.032, 0.013], [-0.081, 1.023, 0.190], [-0.084, -0.066, 0.146], [-0.137, -0.023, -0.028], [0.021, 0.003, -0.050], [-0.041, -0.030, 0.005], [0.102, 0.058, 0.055], [-0.394, 0.607, -0.042], [0.024, -0.010, -0.018], [-0.005, 0.009, 0.008], [0.004, -0.004, 0.007], [0.011, 0.014, 0.007], [-0.013, 0.002, -0.014], [0.005, 0.003, 0.004], [0.011, 0.008, -0.006], [0.005, -0.002, 0.000], [0.011, 0.039, -0.015], [0.114, 0.420, 0.445], [0.052, 0.379, 0.152], [-0.188, 0.585, 0.065], [0.551, -0.092, 0.065], [0.579, -0.566, -0.205], [-0.010, -0.053, -0.050], [-0.033, 0.024, 0.033], [0.055, -0.216, -0.041], [-0.008, 0.017, 0.003], [0.009, 0.008, 0.064], [-0.003, -0.019, 0.004], [-0.006, -0.121, -0.164], [-0.030, 0.013, -0.043], [-0.005, 0.094, 0.155], [-0.075, -0.050, 0.127], [-0.038, 0.011, -0.087], [-0.034, 0.005, 0.028], [-0.024, -0.038, 0.053], [0.005, -0.003, -0.009], [-0.032, 0.000, 0.005], [-0.002, -0.006, -0.002], [-0.017, 0.029, 0.000], [0.027, -0.026, -0.014], [-0.004, 0.323, 0.007], [0.030, -0.010, 0.001], [0.010, 0.012, 0.017], [-0.002, 0.000, -0.013], [0.006, -0.017, -0.027], [-0.008, 0.023, 0.004], [0.026, -0.014, -0.002], [0.003, -0.008, 0.005]],
  "lowdin_charge": [1.3401, 0.0070, -0.2146, -0.1292, 0.0229, -0.7669, 0.1202, 0.6854, -0.1992, 0.0337, 0.0036, -0.0025, -0.1054, -0.0395, 0.0803, 0.1026, 0.1159, 0.1273, 0.1041, 0.1252, 0.1330, 0.1282, 0.1144, -0.0932, -0.0845, -0.1107, -0.2379, -0.2664, 0.1331, 0.1322, 0.1148, 0.1095, 0.1268, -0.0222, -0.1337, -0.0400, -0.4121, -0.0394, -0.1257, -0.0121, -0.0223, 0.1013, 0.0962, 0.1022, 0.1095, 0.0709, 0.0436, 0.0828, 0.0931, 0.1052, 0.1068, 0.0710, 0.1081, 0.1066]
}

(3)
{
  "formula": "C2H10N3OP",
  "method": "the ωB97M-V functional and the def2-TZVPD basis",
  "homo_lumo_gap_ev": [8.35, 7.89],
  "e_lumo_ev": [-0.43, 0.19],
  "e_homo_ev": [-8.8, -7.7],
  "symbols": ["C", "C", "N", "N", "N", "O", "P", "H", "H", "H", "H", "H", "H", "H", "H", "H", "H"],
  "xyz": [[2.051501, -0.355416, 0.638423], [1.359746, -1.592950, -1.231811], [-1.200427, 1.888313, 1.035358], [-3.062108, 0.394528, 0.077745], [1.194566, -1.318120, 0.148369], [-1.072012, 1.133495, -1.455510], [-1.416957, 0.721286, -0.105941], [2.193010, 0.607272, 0.100529], [1.837054, -0.081815, 1.705109], [3.086216, -0.578686, 0.690616], [1.174860, -2.632826, -1.416041], [0.506970, -1.035809, -1.736968], [2.210187, -1.264674, -1.799328], [-0.827064, 2.766988, 0.830474], [-1.186271, 1.689943, 2.047765], [-3.421370, -0.346943, -0.555925], [-3.427900, 0.005415, 1.027137]],
  "forces_ev_per_angstrom": [[0.310, 2.697, 2.113], [-2.159, 0.747, -0.940], [-0.301, -0.853, 2.112], [-2.221, -2.374, 1.450], [-0.134, -0.650, -0.270], [0.431, 0.494, -1.615], [-0.348, -0.827, 1.611], [-0.904, -0.211, -0.333], [-0.228, -0.199, -0.827], [1.413, -1.350, -0.177], [-0.084, -0.656, -0.165], [0.612, -0.586, 0.294], [1.039, 0.308, 0.280], [0.664, 1.313, -0.644], [-0.035, -0.047, -1.118], [0.632, 0.832, 0.071], [1.313, 1.361, -1.843]],
  "lowdin_charge": [-0.2441, -0.1856, -0.1158, -0.1623, -0.0796, -0.3740, 0.4910, 0.0920, 0.0793, 0.0625, 0.0631, 0.0831, 0.0685, 0.0244, 0.0651, 0.0461, 0.0863]
}

(4)
{
  "formula": "C19H15Cl5N5OPtS2",
  "method": "the ωB97M-V functional and the def2-TZVPD basis",
  "homo_lumo_gap_ev": [5.63, 5.63],
  "total_charge": 1,
  "e_lumo_ev": [-4.25, -4.25],
  "e_homo_ev": [-9.9, -9.9],
  "symbols": ["Pt", "Cl", "C", "C", "Cl", "C", "Cl", "C", "O", "C", "Cl", "C", "Cl", "N", "C", "C", "C", "C", "C", "C", "N", "C", "C", "C", "S", "C", "N", "H", "H", "H", "H", "H", "H", "H", "C", "N", "C", "S", "N", "C", "H", "H", "H", "H", "H", "H", "H", "H"],
  "xyz": [[0.237300, -0.281400, -0.503400], [-6.873600, -0.395800, 0.922900], [-5.317600, -0.005400, 0.339900], [-4.320000, -0.985800, 0.274500], [-4.651000, -2.583700, 0.802600], [-3.065400, -0.667800, -0.209400], [-1.837700, -1.864800, -0.199100], [-2.718700, 0.642100, -0.657700], [-1.588300, 0.932400, -1.153400], [-3.757000, 1.616700, -0.546900], [-3.400700, 3.210000, -1.046100], [-5.023800, 1.295400, -0.085200], [-6.243700, 2.500600, -0.037100], [1.480900, -0.035700, 3.540700], [0.170500, 0.066800, 3.940300], [-0.441000, -0.004200, 5.182200], [-1.811900, 0.144500, 5.211600], [-2.553000, 0.379800, 4.048400], [-1.954400, 0.455600, 2.811600], [-0.575500, 0.275500, 2.757800], [0.285200, 0.272500, 1.696700], [1.498200, 0.092300, 2.189900], [2.648700, 0.074300, 1.322400], [3.976000, -0.066300, 1.625100], [4.927100, 0.014300, 0.202800], [3.491400, 0.238100, -0.715800], [2.403600, 0.236600, -0.016100], [2.267400, -0.187900, 4.150400], [0.133000, -0.173400, 6.078700], [-2.328000, 0.086100, 6.156700], [-3.620200, 0.513700, 4.132100], [-2.518800, 0.654700, 1.916300], [4.429400, -0.212900, 2.585000], [3.505700, 0.362600, -1.782200], [-0.657500, -1.090500, -6.053400], [0.129200, -1.417400, -4.882300], [0.295500, -0.748000, -3.740900], [0.896500, -1.681200, -2.435900], [0.112300, 0.552800, -3.569000], [-0.112700, 1.598000, -4.541600], [-1.218800, -1.977900, -6.346800], [-0.022300, -0.794400, -6.892300], [-1.368600, -0.299500, -5.834400], [0.436400, -2.379600, -4.836700], [0.141300, 0.861300, -2.595800], [0.279400, 1.313200, -5.514800], [0.425200, 2.482600, -4.202300], [-1.172200, 1.850700, -4.626100]],
  "forces_ev_per_angstrom": [[2.387, 0.007, 0.880], [-0.308, -0.099, 0.121], [0.438, -0.138, -0.145], [-0.487, 0.404, 0.119], [-0.050, -0.119, 0.065], [-0.197, 0.902, -0.108], [0.428, -0.327, -0.134], [-1.519, -0.520, 0.299], [1.507, -0.153, -0.249], [0.235, -0.575, -0.010], [0.230, 0.315, -0.168], [0.094, -0.244, 0.096], [-0.029, -0.001, 0.041], [0.230, 0.031, -0.457], [-0.860, 0.153, -0.444], [0.024, -0.028, 0.097], [0.183, -0.020, 0.092], [-0.067, 0.047, -0.103], [0.038, -0.031, 0.029], [-0.259, -0.103, 0.933], [0.456, -0.205, -1.652], [-0.298, 0.041, 0.271], [1.078, -0.117, 0.313], [-0.423, 0.082, -0.303], [-0.747, 0.234, -0.071], [0.682, -0.068, -0.047], [-1.656, -0.944, -0.331], [0.035, 0.031, -0.121], [0.024, -0.012, 0.157], [-0.029, 0.006, 0.102], [-0.104, 0.003, -0.032], [-0.107, 0.017, -0.091], [0.088, -0.015, 0.196], [-0.004, -0.111, -0.210], [-0.116, 0.237, -0.448], [0.198, -0.131, 0.221], [0.030, 0.546, -0.477], [-0.566, 1.011, 1.976], [-0.064, -0.328, 0.135], [-0.200, 0.217, -0.360], [0.022, 0.077, 0.044], [-0.096, 0.038, 0.075], [0.002, -0.028, 0.003], [-0.087, 0.137, 0.081], [-0.167, -0.194, -0.348], [0.006, 0.025, 0.024], [-0.052, -0.029, -0.050], [0.078, -0.022, -0.010]],
  "lowdin_charge": [0.7936, 0.6950, -0.7326, -0.7221, 0.7075, -0.6235, 0.7280, -0.5320, -0.2370, -0.6361, 0.7280, -0.7088, 0.7070, 0.1998, -0.1690, -0.0038, -0.0602, -0.0488, 0.0193, -0.1974, 0.0630, -0.2538, -0.3056, -0.3009, 1.1112, -0.4207, -0.0946, 0.1768, 0.1159, 0.1122, 0.1151, 0.1002, 0.0835, 0.0868, -0.0497, -0.0322, -0.7596, 0.6680, -0.0320, -0.0405, 0.0990, 0.0953, 0.0862, 0.1211, 0.0622, 0.0859, 0.0994, 0.1006]
}

(5)
{
  "formula": "C6H17N2",
  "method": "the ωB97M-V functional and the def2-TZVPD basis",
  "homo_lumo_gap_ev": 5.11,
  "total_charge": 1,
  "e_lumo_ev": -8.77,
  "e_homo_ev": -13.9,
  "symbols": ["C", "N", "C", "C", "C", "N", "C", "C", "H", "H", "H", "H", "H", "H", "H", "H", "H", "H", "H", "H", "H", "H", "H", "H", "H"],
  "xyz": [[0.506221, 1.203922, -0.574953], [-0.780386, 1.704884, -0.012930], [-1.942068, 1.322667, -0.795109], [-3.235918, 1.706388, -0.074464], [1.069075, 0.021008, 0.163372], [0.010689, -0.944742, 0.107578], [2.931843, -1.696281, 0.263783], [2.378199, -0.469525, -0.461135], [1.238403, 2.068789, -0.653866], [0.333226, 0.847851, -1.588918], [-0.855635, 1.257786, 0.898564], [-1.931130, 0.223670, -1.015888], [-1.902487, 1.859693, -1.794794], [-3.227763, 1.195445, 0.885579], [-3.261970, 2.740253, 0.148476], [-4.122639, 1.390738, -0.653575], [1.310473, 0.396583, 1.239942], [-1.479664, -3.168850, 2.356215], [0.294601, -1.818083, 0.605421], [-1.794760, -3.337062, 1.625114], [3.844757, -2.097185, -0.190807], [3.197166, -1.482050, 1.312203], [2.160962, -2.511182, 0.197274], [2.133521, -0.761457, -1.534099], [3.125283, 0.346739, -0.452981]],
  "forces_ev_per_angstrom": [[-0.538, 2.804, -0.993], [1.511, -3.057, -0.376], [-0.976, 1.158, -1.524], [0.312, -1.477, -0.280], [-0.881, 0.072, 0.695], [0.970, 1.428, 1.722], [-0.372, -0.702, 0.029], [0.928, -1.249, -0.769], [-0.644, -1.130, 0.235], [-0.145, 0.229, -0.256], [-0.326, 0.635, 0.580], [0.205, 0.574, 0.057], [0.145, -0.663, 1.056], [-0.338, -0.204, 0.165], [-0.129, 1.151, -0.061], [0.481, 0.234, 0.339], [-0.480, -0.946, -1.003], [-0.783, -0.417, -1.858], [0.176, 0.160, -0.669], [0.808, 0.439, 1.844], [-0.287, 0.226, -0.124], [-0.348, -0.100, -0.315], [0.912, 0.464, 0.346], [0.406, 0.604, 1.216], [-0.607, -0.234, -0.056]],
  "lowdin_charge": [-0.1780, 0.0427, -0.2784, -0.0696, -0.4125, 0.3779, -0.0922, -0.1970, 0.1649, 0.1224, 0.1120, 0.1231, 0.1473, 0.0749, 0.0666, 0.0973, 0.2317, 0.0158, 0.0846, 0.0145, 0.0901, 0.0925, 0.0808, 0.1498, 0.1389]
}

(6)
{
  "formula": "C8H16Cl10O",
  "method": "the ωB97M-V functional and the def2-TZVPD basis",
  "homo_lumo_gap_ev": [2.02, 9.29],
  "total_charge": -1,
  "s2": 0.75,
  "e_lumo_ev": [2.24, 2.23],
  "e_homo_ev": [0.2, -7.1],
  "spin_multiplicity": 2,
  "symbols": ["C", "Cl", "Cl", "H", "H", "C", "Cl", "Cl", "H", "H", "C", "Cl", "Cl", "H", "H", "C", "Cl", "Cl", "H", "H", "C", "Cl", "Cl", "H", "H", "C", "C", "O", "C", "H", "H", "H", "H", "H", "H"],
  "xyz": [[1.188499, -1.510193, -4.446125], [2.658639, -1.150283, -5.420425], [1.136069, -3.215243, -3.944765], [1.157649, -0.872013, -3.563025], [0.351889, -1.273253, -5.103435], [0.079159, -0.658813, -0.486265], [-0.094571, 0.712667, -1.713625], [1.818749, -1.224953, -0.483935], [-0.135701, -0.311653, 0.524385], [-0.549751, -1.509383, -0.749145], [-1.726951, -2.475403, 2.617205], [-0.427181, -1.345433, 3.044665], [-2.817851, -1.731413, 1.547715], [-1.329821, -3.378593, 2.153905], [-2.222561, -2.887533, 3.496195], [1.691469, 3.689677, -2.107165], [1.255489, 5.066507, -3.211475], [2.952569, 4.190167, -1.032045], [0.832719, 3.418027, -1.493275], [2.035779, 2.874447, -2.743525], [-0.513141, -6.007613, 0.012735], [-2.072191, -5.746393, 0.894865], [0.097459, -4.413563, -0.494695], [0.173759, -6.486783, 0.710345], [-0.718441, -6.578433, -0.892865], [-0.565641, 2.530607, 1.224645], [-0.504451, 2.805907, 2.704785], [-0.769741, 1.946357, 3.546655], [-0.343181, 4.234667, 3.145575], [-1.125571, 1.638537, 0.943955], [0.442929, 2.425207, 0.824905], [-1.098941, 3.370347, 0.779085], [0.440669, 4.732597, 2.574825], [-0.055911, 4.322987, 4.193335], [-1.241901, 4.818247, 2.946005]],
  "forces_ev_per_angstrom": [[0.065, 0.341, -0.344], [-0.263, -0.104, 0.376], [-0.062, 0.255, -0.094], [0.209, -0.148, -0.109], [0.050, -0.296, 0.242], [0.778, -1.240, 1.118], [-0.641, 1.210, -1.185], [-0.250, -0.212, 0.186], [0.022, -0.008, -0.230], [0.079, 0.131, -0.074], [1.058, -1.358, 0.783], [-0.052, -0.414, 0.328], [-1.305, 0.560, -0.958], [0.410, 0.439, -0.320], [-0.101, 0.747, 0.223], [-0.717, 0.233, -0.844], [-0.010, -0.517, 0.383], [0.967, 0.222, 0.751], [-0.039, 0.004, -0.511], [-0.207, 0.099, 0.216], [-0.529, 0.800, 0.032], [0.360, -0.435, -0.243], [0.210, -0.471, 0.161], [-0.084, 0.128, -0.294], [0.037, -0.046, 0.365], [-0.135, 0.122, 0.190], [-1.596, -1.386, 1.300], [0.705, 0.938, -1.033], [0.953, 0.524, -0.137], [0.118, -0.070, 0.460], [0.019, 0.255, -0.203], [0.365, 0.144, -0.367], [0.091, -0.001, -0.220], [-0.301, -0.246, 0.005], [-0.205, -0.201, 0.046]],
  "lowdin_charge": [-1.0098, 0.4310, 0.4477, -0.0423, 0.0160, -0.9953, 0.1835, 0.3424, -0.0652, -0.0264, -1.0925, 0.5420, 0.5513, -0.0370, 0.0311, -1.0767, 0.3821, 0.4695, -0.0393, 0.0072, -0.9497, 0.4695, 0.5038, 0.0265, 0.0236, -0.0483, -0.4753, 0.0150, -0.0393, 0.0580, 0.0767, 0.0806, 0.0769, 0.0778, 0.0848]
}